1.
This record from OMol25 describes 10 unconnected molecules or ions with the total composition C30H72Cl8O5S5 in a non-equilibrium geometry. The level of theory is wB97M-V/def2-TZVPD.

Bonds (Å) are listed after each position.
Positions of all 120 atoms, in Å:
1 C 2.2103 -6.4384 -5.6661  S2 1.834, H5 1.091, H6 1.091, H7 1.087
2 S 0.7081 -5.4073 -5.8795  C1 1.834, O3 1.490, C4 1.817
3 O -0.3856 -6.3426 -6.2676  S2 1.490
4 C 0.4406 -5.0096 -4.1271  S2 1.817, H8 1.090, H9 1.096, H10 1.087
5 H 2.0479 -7.1510 -4.8564  C1 1.091
6 H 3.0499 -5.7944 -5.4018  C1 1.091
7 H 2.4102 -6.9899 -6.5807  C1 1.087
8 H -0.4300 -4.3543 -4.1520  C4 1.090
9 H 1.2150 -4.3697 -3.6892  C4 1.096
10 H 0.3483 -5.9084 -3.5223  C4 1.087
11 C 4.3636 -4.2602 -1.1388  S12 1.808, H15 1.092, H16 1.088, H17 1.091
12 S 3.0279 -3.0480 -1.2664  C11 1.808, O13 1.497, C14 1.809
13 O 2.6537 -2.9624 -2.7132  S12 1.497
14 C 1.7930 -4.0426 -0.3951  S12 1.809, H18 1.090, H19 1.089, H20 1.092
15 H 4.7888 -4.2778 -0.1334  C11 1.092
16 H 5.1518 -3.9689 -1.8298  C11 1.088
17 H 4.0121 -5.2716 -1.3471  C11 1.091
18 H 2.1817 -4.3235 0.5832  C14 1.090
19 H 1.5401 -4.9030 -1.0127  C14 1.089
20 H 0.9150 -3.4178 -0.2206  C14 1.092
21 C -1.1201 -2.2818 3.5769  S22 1.816, H25 1.096, H26 1.085, H27 1.089
22 S -1.3303 -3.7069 2.4707  C21 1.816, O23 1.503, C24 1.822
23 O -1.3984 -4.8759 3.4126  S22 1.503
24 C -3.0821 -3.4262 2.0539  S22 1.822, H28 1.087, H29 1.089, H30 1.091
25 H -1.6856 -1.4529 3.1353  C21 1.096
26 H -0.1146 -1.8922 3.6970  C21 1.085
27 H -1.5888 -2.4749 4.5409  C21 1.089
28 H -3.4811 -4.2744 1.5028  C24 1.087
29 H -3.2071 -2.5181 1.4665  C24 1.089
30 H -3.6327 -3.3759 2.9948  C24 1.091
31 C 1.1186 -1.6809 -6.6272  S32 1.811, H35 1.091, H36 1.090, H37 1.091
32 S -0.6873 -1.7017 -6.4864  C31 1.811, O33 1.486, C34 1.833
33 O -1.0671 -0.7930 -5.3738  S32 1.486
34 C -0.9641 -0.7862 -8.0505  S32 1.833, H38 1.086, H39 1.086, H40 1.088
35 H 1.3966 -2.3151 -7.4707  C31 1.091
36 H 1.5634 -2.0969 -5.7230  C31 1.090
37 H 1.5192 -0.6791 -6.7856  C31 1.091
38 H -2.0332 -0.8572 -8.2269  C34 1.086
39 H -0.3366 -1.2546 -8.8032  C34 1.086
40 H -0.6631 0.2453 -7.8770  C34 1.088
41 C -2.5937 0.1868 -1.5792  S42 1.806, H45 1.091, H46 1.087, H47 1.087
42 S -1.0606 -0.4341 -0.8544  C41 1.806, O43 1.506, C44 1.811
43 O -1.4488 -1.4905 0.1466  S42 1.506
44 C -0.4724 -1.2166 -2.3780  S42 1.811, H48 1.087, H49 1.093, H50 1.091
45 H -2.9921 1.0476 -1.0407  C41 1.091
46 H -3.3664 -0.5682 -1.4595  C41 1.087
47 H -2.3822 0.4176 -2.6203  C41 1.087
48 H -1.1091 -2.0259 -2.7259  C44 1.087
49 H 0.5602 -1.5619 -2.2777  C44 1.093
50 H -0.3810 -0.4625 -3.1609  C44 1.091
51 C -3.9643 -4.1956 -2.7154  Cl52 1.785, Cl53 1.774, Cl54 1.783, Cl55 1.759
52 Cl -3.4908 -5.9042 -2.5109  C51 1.785
53 Cl -3.4901 -3.2841 -1.2689  C51 1.774
54 Cl -3.1032 -3.5578 -4.1404  C51 1.783
55 Cl -5.6906 -4.0266 -3.0050  C51 1.759
56 C -6.5189 0.4410 0.0043  Cl57 1.796, Cl58 1.764, Cl59 1.762, Cl60 1.753
57 Cl -7.8996 -0.6945 0.1765  C56 1.796
58 Cl -5.2145 -0.0631 1.0803  C56 1.764
59 Cl -5.9503 0.3772 -1.6623  C56 1.762
60 Cl -7.0494 2.0528 0.4428  C56 1.753
61 C 1.6821 -0.7828 2.0767  C62 1.535, H67 1.094, H68 1.089, H69 1.095
62 C 2.1339 -0.0902 3.3695  C61 1.535, C63 1.527, H70 1.096, H71 1.090
63 C 2.5371 1.3692 3.1682  C62 1.527, C64 1.527, H72 1.095, H73 1.095
64 C 2.7576 2.0844 4.4986  C63 1.527, C65 1.549, H74 1.093, H75 1.095
65 C 3.4423 3.4651 4.3475  C64 1.549, C66 1.541, H76 1.089, H77 1.093
66 C 2.4773 4.5024 3.7408  C65 1.541, H78 1.090, H79 1.090, H80 1.090
67 H 2.3202 -0.4886 1.2386  C61 1.094
68 H 0.6404 -0.6320 1.7955  C61 1.089
69 H 1.7804 -1.8649 2.2096  C61 1.095
70 H 1.2750 -0.0750 4.0500  C62 1.096
71 H 2.9412 -0.6643 3.8236  C62 1.090
72 H 1.7461 1.9022 2.6300  C63 1.095
73 H 3.4236 1.4106 2.5269  C63 1.095
74 H 1.8358 2.2413 5.0641  C64 1.093
75 H 3.4146 1.4897 5.1426  C64 1.095
76 H 3.8041 3.7987 5.3191  C65 1.089
77 H 4.2985 3.3561 3.6766  C65 1.093
78 H 1.6227 4.6089 4.4081  C66 1.090
79 H 3.0207 5.4291 3.5531  C66 1.090
80 H 2.1017 4.1877 2.7672  C66 1.090
81 C -1.1598 5.2916 6.1033  C82 1.522, H87 1.091, H88 1.092, H89 1.092
82 C -2.2853 4.2673 6.0892  C81 1.522, C83 1.538, H90 1.093, H91 1.092
83 C -2.4010 3.5256 4.7465  C82 1.538, C84 1.527, H92 1.093, H93 1.096
84 C -1.1127 2.7960 4.3725  C83 1.527, C85 1.527, H94 1.098, H95 1.095
85 C -1.2941 1.6499 3.3796  C84 1.527, C86 1.516, H96 1.098, H97 1.094
86 C -1.9212 2.0305 2.0532  C85 1.516, H98 1.091, H99 1.094, H100 1.093
87 H -0.1710 4.8624 5.9329  C81 1.091
88 H -1.0954 5.7783 7.0784  C81 1.092
89 H -1.3188 6.0481 5.3319  C81 1.092
90 H -2.1307 3.5292 6.8810  C82 1.093
91 H -3.2494 4.7407 6.2880  C82 1.092
92 H -2.7032 4.2406 3.9776  C83 1.093
93 H -3.1925 2.7705 4.8044  C83 1.096
94 H -0.4002 3.5086 3.9369  C84 1.098
95 H -0.5730 2.4204 5.2488  C84 1.095
96 H -0.2888 1.2591 3.1716  C85 1.098
97 H -1.7867 0.7983 3.8576  C85 1.094
98 H -1.5954 1.3562 1.2592  C86 1.091
99 H -3.0122 1.9806 2.1214  C86 1.094
100 H -1.6870 3.0355 1.6927  C86 1.093
101 C 4.1623 2.8984 -0.7774  C102 1.532, H107 1.094, H108 1.091, H109 1.091
102 C 3.1822 3.6838 0.0996  C101 1.532, C103 1.530, H110 1.096, H111 1.090
103 C 1.7205 3.2619 -0.0629  C102 1.530, C104 1.513, H112 1.095, H113 1.100
104 C 1.1354 3.4210 -1.4490  C103 1.513, C105 1.528, H114 1.097, H115 1.098
105 C -0.3856 3.2969 -1.5347  C104 1.528, C106 1.538, H116 1.089, H117 1.093
106 C -0.8155 3.0784 -2.9949  C105 1.538, H118 1.092, H119 1.091, H120 1.096
107 H 4.1322 1.8230 -0.5813  C101 1.094
108 H 5.1808 3.2036 -0.5330  C101 1.091
109 H 3.9634 3.0431 -1.8400  C101 1.091
110 H 3.4034 3.3758 1.1281  C102 1.096
111 H 3.3815 4.7515 0.0076  C102 1.090
112 H 1.0849 3.6833 0.7223  C103 1.095
113 H 1.7174 2.1837 0.1572  C103 1.100
114 H 1.4628 4.3487 -1.9340  C104 1.097
115 H 1.5323 2.6394 -2.1110  C104 1.098
116 H -0.7270 2.4071 -1.0081  C105 1.089
117 H -0.8629 4.2149 -1.1811  C105 1.093
118 H -1.8886 3.1817 -3.1680  C106 1.092
119 H -0.3277 3.7327 -3.7188  C106 1.091
120 H -0.5594 2.0363 -3.2153  C106 1.096

Values from the calculation:
HOMO = -8.50 eV


2.
This record from OMol25 describes 10 unconnected molecules or ions with the total composition C30H72N2O26S5 in a non-equilibrium geometry. The level of theory is wB97M-V/def2-TZVPD.

Bonds (Å) are listed after each position.
Positions of all 135 atoms, in Å:
1 C -2.1245 -2.5936 -5.4025  O2 1.503, H7 1.067, H8 1.079, H9 1.050
2 O -0.6395 -2.4139 -5.2598  C1 1.503, C3 1.307
3 C -0.1122 -2.9064 -4.1701  O2 1.307, O4 1.199, O5 1.346
4 O -0.6436 -3.3814 -3.2058  C3 1.199
5 O 1.2052 -2.8309 -4.4361  C3 1.346, C6 1.571
6 C 2.1877 -3.3376 -3.3202  O5 1.571, H10 1.102, H11 1.092, H12 1.088
7 H -2.5607 -1.6350 -5.2331  C1 1.067
8 H -2.3941 -3.3085 -4.6408  C1 1.079
9 H -2.2745 -2.9420 -6.3819  C1 1.050
10 H 1.8160 -4.0654 -2.5814  C6 1.102
11 H 2.5544 -2.4689 -2.7697  C6 1.092
12 H 2.9118 -3.7701 -4.0072  C6 1.088
13 C 0.1668 5.4437 -2.7576  O14 1.449, H19 1.067, H20 1.078, H21 1.121
14 O -0.1709 5.5374 -1.3512  C13 1.449, C15 1.350
15 C -0.7138 4.3685 -0.9481  O14 1.350, O16 1.188, O17 1.354
16 O -0.9517 3.4232 -1.6272  C15 1.188
17 O -0.8668 4.5613 0.3830  C15 1.354, C18 1.436
18 C -1.5692 3.5234 1.0844  O17 1.436, H22 1.102, H23 1.080, H24 1.086
19 H 1.1038 4.9423 -2.8537  C13 1.067
20 H 0.3152 6.4800 -3.0164  C13 1.078
21 H -0.6765 4.9146 -3.2720  C13 1.121
22 H -2.5248 3.3065 0.5795  C18 1.102
23 H -1.7842 3.9956 2.0314  C18 1.080
24 H -0.9857 2.6093 1.1477  C18 1.086
25 C 3.5708 -0.7710 -6.5738  O26 1.467, H31 1.090, H32 1.062, H33 1.071
26 O 3.7247 0.5423 -5.9382  C25 1.467, C27 1.257
27 C 4.3746 0.4565 -4.8655  O26 1.257, O28 1.205, O29 1.299
28 O 4.7214 -0.5643 -4.3283  C27 1.205
29 O 4.5987 1.6418 -4.3838  C27 1.299, C30 1.440
30 C 5.5916 1.6668 -3.3410  O29 1.440, H34 1.079, H35 1.104, H36 1.071
31 H 4.5611 -1.1981 -6.7293  C25 1.090
32 H 3.0552 -0.5102 -7.4653  C25 1.062
33 H 2.9665 -1.4096 -5.9621  C25 1.071
34 H 6.5338 1.3094 -3.7283  C30 1.079
35 H 5.2506 1.0476 -2.4931  C30 1.104
36 H 5.6942 2.6902 -3.0414  C30 1.071
37 O -2.6327 -0.5139 -2.6518  S38 1.385
38 S -3.1495 0.4379 -3.5149  O37 1.385, O39 1.427, O40 1.583, C43 1.709
39 O -2.3024 1.0470 -4.4878  S38 1.427
40 O -4.2673 -0.3544 -4.3079  S38 1.583, C41 1.400
41 C -4.8849 0.1666 -5.4511  O40 1.400, C42 1.482, H44 1.074, H45 1.096
42 C -5.1718 -1.0116 -6.3040  C41 1.482, H46 1.073, H47 1.067, H48 1.113
43 C -3.8920 1.6700 -2.5929  S38 1.709, H49 1.119, H50 1.111, H51 1.087
44 H -4.1900 0.8883 -5.8376  C41 1.074
45 H -5.7322 0.7976 -5.1598  C41 1.096
46 H -4.2995 -1.6263 -6.4157  C42 1.073
47 H -5.5694 -0.7886 -7.2688  C42 1.067
48 H -5.9245 -1.6245 -5.7598  C42 1.113
49 H -3.1944 2.0553 -1.8070  C43 1.119
50 H -4.8193 1.2066 -2.1942  C43 1.111
51 H -4.0847 2.4377 -3.3372  C43 1.087
52 O 0.9479 2.0949 3.7227  S53 1.439
53 S 2.0312 1.4648 4.4305  O52 1.439, O54 1.411, O55 1.555, C58 1.745
54 O 3.0377 2.3006 4.9594  S53 1.411
55 O 1.3640 0.6923 5.6036  S53 1.555, C56 1.433
56 C 2.1327 0.1526 6.6863  O55 1.433, C57 1.519, H59 1.107, H60 1.098
57 C 1.0712 -0.2437 7.6973  C56 1.519, H61 1.102, H62 1.067, H63 1.120
58 C 2.8353 0.2894 3.4225  S53 1.745, H64 1.081, H65 1.107, H66 1.088
59 H 2.8448 0.9346 7.0121  C56 1.107
60 H 2.7359 -0.6853 6.3125  C56 1.098
61 H 0.4133 0.6099 7.9295  C57 1.102
62 H 1.5858 -0.6556 8.5360  C57 1.067
63 H 0.3857 -1.0131 7.2581  C57 1.120
64 H 2.0921 -0.2617 2.8626  C58 1.081
65 H 3.3558 -0.4169 4.0972  C58 1.107
66 H 3.4556 0.8633 2.7368  C58 1.088
67 O -8.8777 -0.1968 3.1396  S68 1.438
68 S -7.9306 -1.2073 2.7506  O67 1.438, O69 1.459, O70 1.699, C73 1.719
69 O -8.3021 -2.2715 1.8249  S68 1.459
70 O -6.6270 -0.3774 2.0443  S68 1.699, C71 1.520
71 C -5.8965 -1.1886 0.9871  O70 1.520, C72 1.523, H74 1.082, H75 1.052
72 C -5.5146 -0.2451 -0.1464  C71 1.523, H76 1.080, H77 1.075, H78 1.071
73 C -7.1533 -1.8644 4.1362  S68 1.719, H79 1.098, H80 1.087, H81 1.098
74 H -6.6692 -1.8316 0.5872  C71 1.082
75 H -5.1448 -1.7042 1.5132  C71 1.052
76 H -6.4606 0.0489 -0.5763  C72 1.080
77 H -4.8698 -0.7228 -0.8609  C72 1.075
78 H -5.0060 0.6262 0.2143  C72 1.071
79 H -6.9300 -1.0014 4.7774  C73 1.098
80 H -6.1731 -2.1883 3.7943  C73 1.087
81 H -7.6917 -2.6320 4.7086  C73 1.098
82 O 6.0309 0.4641 1.0099  S83 1.409
83 S 5.6999 1.8322 0.9567  O82 1.409, O84 1.406, O85 1.628, C88 1.720
84 O 6.1780 2.6749 -0.0619  S83 1.406
85 O 4.0755 1.8758 0.8664  S83 1.628, C86 1.479
86 C 3.5162 3.2086 0.5522  O85 1.479, C87 1.484, H89 1.088, H90 1.090
87 C 2.0755 2.9703 0.2890  C86 1.484, H91 1.109, H92 1.103, H93 1.117
88 C 6.0591 2.4781 2.5095  S83 1.720, H94 1.098, H95 1.090, H96 1.067
89 H 3.9651 3.5758 -0.3683  C86 1.088
90 H 3.8135 3.8976 1.3434  C86 1.090
91 H 1.9411 2.2637 -0.5554  C87 1.109
92 H 1.6739 3.9461 -0.0317  C87 1.103
93 H 1.4918 2.5843 1.1600  C87 1.117
94 H 5.5671 3.4596 2.4770  C88 1.098
95 H 7.1356 2.6512 2.5246  C88 1.090
96 H 5.6695 1.8321 3.2638  C88 1.067
97 O 1.5863 -1.7613 0.9864  S98 1.447
98 S 0.6302 -0.9962 0.2156  O97 1.447, O99 1.433, O100 1.568, C103 1.701
99 O 0.0331 0.1704 0.7964  S98 1.433
100 O 1.3091 -0.6055 -1.1422  S98 1.568, C101 1.442
101 C 0.6280 0.1975 -2.1276  O100 1.442, C102 1.478, H104 1.079, H105 1.129
102 C 1.6696 0.5755 -3.1055  C101 1.478, H106 1.079, H107 1.094, H108 1.080
103 C -0.5883 -2.0917 -0.2393  S98 1.701, H109 1.068, H110 1.110, H111 1.064
104 H 0.2749 1.0938 -1.6419  C101 1.079
105 H -0.1895 -0.4639 -2.5394  C101 1.129
106 H 2.4516 1.2265 -2.7480  C102 1.079
107 H 1.1552 1.1235 -3.9011  C102 1.094
108 H 2.1627 -0.2987 -3.5036  C102 1.080
109 H -1.3973 -2.1395 0.4567  C103 1.068
110 H -0.1158 -3.0738 -0.4519  C103 1.110
111 H -0.9128 -1.7073 -1.1774  C103 1.064
112 C 1.7013 -4.5076 3.8864  C113 1.533, H117 1.105, H118 1.094, H119 1.091
113 C 2.8082 -3.4499 3.8122  C112 1.533, O114 1.216, N115 1.327
114 O 3.0567 -2.6959 4.7337  C113 1.216
115 N 3.5037 -3.3935 2.6834  C113 1.327, C116 1.444, H120 1.003
116 C 4.5477 -2.4146 2.4876  N115 1.444, H121 1.080, H122 1.089, H123 1.069
117 H 1.2824 -4.6482 2.8738  C112 1.105
118 H 0.9030 -4.1640 4.5515  C112 1.094
119 H 2.0864 -5.4896 4.1663  C112 1.091
120 H 3.2767 -3.9189 1.8599  N115 1.003
121 H 4.8180 -2.0272 3.4587  C116 1.080
122 H 4.2371 -1.5299 1.9331  C116 1.089
123 H 5.4472 -2.8304 2.0860  C116 1.069
124 C -2.8495 0.8090 2.3272  C125 1.523, H129 1.101, H130 1.111, H131 1.095
125 C -2.3936 -0.5460 2.8508  C124 1.523, O126 1.226, N127 1.339
126 O -2.9329 -1.5810 2.4740  C125 1.226
127 N -1.4521 -0.5812 3.8022  C125 1.339, C128 1.471, H132 1.013
128 C -1.1949 -1.7805 4.6148  N127 1.471, H133 1.085, H134 1.041, H135 1.084
129 H -2.3832 1.6526 2.8584  C124 1.101
130 H -3.9451 0.7422 2.4972  C124 1.111
131 H -2.5639 0.8940 1.2736  C124 1.095
132 H -1.0395 0.2623 4.1834  N127 1.013
133 H -0.2243 -1.7636 5.1002  C128 1.085
134 H -1.1649 -2.6701 4.0744  C128 1.041
135 H -1.9530 -1.8436 5.3870  C128 1.084

Values from the calculation:
HOMO = -9.56 eV


Number 1: orbital gap 0.320 hartree. Number 2: orbital gap 0.363 hartree.